[1]
The following is a DFT calculation (wB97M-V/def2-TZVPD) of a structure of composition C4H9NO3S in a non-equilibrium geometry.

The geometry in XYZ format:
```
18
Properties=species:S:1:pos:R:3:mulliken_charge:R:1
C -0.294 0.256 1.211 -1.20
C 0.382 0.044 -0.173 1.14
C 1.919 0.425 0.116 -1.61
C -0.071 1.125 -1.198 -1.36
N -0.017 -1.292 -0.524 -0.42
O -2.785 -1.601 -0.488 -0.55
O -1.461 -2.535 1.458 -0.58
O -1.663 -0.056 1.144 -0.29
S -1.715 -1.517 0.481 0.94
H 0.211 -0.273 1.933 0.59
H -0.181 1.180 1.573 0.59
H 2.390 0.442 -0.893 0.35
H 2.309 -0.416 0.630 0.46
H 1.870 1.318 0.552 0.47
H 0.238 0.815 -2.336 0.33
H 0.306 2.113 -0.983 0.39
H -1.138 1.237 -0.998 0.41
H -0.301 -1.267 -1.504 0.35
```

Output
Energy above the lowest of the compared OMol25 structures with the same formula, charge and spin: 17.8 kcal/mol
HOMO (spin up / spin down): -0.1921 / -0.3980 hartree
2S+1: 3
Total energy: -836.20930 Ha
Kohn-Sham gap (spin up / spin down): 5.85 / 7.58 eV



[2]
The following is a DFT calculation (wB97M-V/def2-TZVPD) of a structure of composition C39H50AuBN6P2S2Si2 in a non-equilibrium geometry.

The geometry in XYZ format:
```
103
Properties=species:S:1:pos:R:3:mulliken_charge:R:1
Au -0.414 -0.318 -1.680 1.01
C 1.624 4.774 -1.748 -1.15
Si 2.097 3.833 -0.165 0.41
C 3.699 2.845 -0.484 -0.94
C 2.389 5.168 1.181 -1.33
N 0.753 2.803 0.123 0.69
P 0.386 1.686 1.159 0.62
C -0.028 0.219 0.298 -0.48
P -0.470 -1.346 0.905 1.37
N -1.591 -1.757 -0.152 -0.73
Si -3.110 -2.585 -0.221 0.13
C -2.941 -3.928 -1.569 -1.14
C -3.607 -3.386 1.441 -1.00
C -4.420 -1.316 -0.782 -1.15
C 0.863 -2.585 0.769 1.11
C 2.021 -2.317 0.045 -0.42
C 2.969 -3.310 -0.127 -0.99
C 2.772 -4.563 0.434 -0.83
C 1.607 -4.838 1.133 -0.69
C 0.645 -3.858 1.283 -0.67
C -1.047 -1.358 2.621 1.75
C -2.243 -0.674 2.822 -1.24
C -2.810 -0.620 4.080 -0.73
C -2.187 -1.255 5.144 -0.78
C -0.983 -1.914 4.952 -0.84
C -0.405 -1.968 3.695 -0.54
C 1.590 1.261 2.470 -0.22
C 2.084 2.297 3.255 -0.72
C 3.013 2.027 4.242 -1.00
C 3.430 0.725 4.467 -0.79
C 2.926 -0.309 3.697 -0.18
C 2.017 -0.036 2.693 0.02
C -1.060 2.270 2.107 0.23
C -1.220 2.145 3.479 -0.01
C -2.340 2.685 4.085 -0.70
C -3.306 3.325 3.327 -0.58
C -3.147 3.451 1.957 -0.75
C -2.023 2.928 1.351 -0.81
H 2.305 5.602 -1.906 0.42
H 0.619 5.177 -1.691 0.28
H 1.684 4.127 -2.615 0.20
H 4.568 3.492 -0.552 0.45
H 3.597 2.309 -1.423 0.19
H 3.880 2.113 0.298 0.28
H 2.861 6.038 0.734 0.43
H 3.043 4.827 1.979 0.34
H 1.452 5.494 1.625 0.36
H -2.105 -4.598 -1.389 0.25
H -2.791 -3.466 -2.540 0.25
H -3.841 -4.530 -1.628 0.48
H -2.742 -3.749 1.987 0.22
H -4.267 -4.229 1.270 0.56
H -4.125 -2.684 2.086 0.27
H -4.258 -1.055 -1.823 0.30
H -4.382 -0.398 -0.202 0.30
H -5.422 -1.721 -0.700 0.41
H 2.179 -1.324 -0.363 0.77
H 3.873 -3.105 -0.682 0.56
H 3.528 -5.328 0.329 0.39
H 1.453 -5.813 1.572 0.46
H -0.285 -4.064 1.796 0.36
H -2.712 -0.198 1.969 0.26
H -3.740 -0.094 4.240 0.52
H -2.646 -1.244 6.124 0.43
H -0.502 -2.404 5.788 0.45
H 0.532 -2.491 3.552 0.39
H 1.733 3.303 3.080 0.81
H 3.410 2.833 4.842 0.43
H 4.154 0.515 5.241 0.38
H 3.239 -1.328 3.876 0.45
H 1.631 -0.831 2.071 -0.41
H -0.474 1.634 4.073 0.39
H -2.461 2.605 5.156 0.45
H -4.183 3.733 3.806 0.40
H -3.895 3.966 1.373 0.45
H -1.841 3.031 0.291 0.55
C -1.410 2.865 -2.778 -0.83
N -0.966 2.269 -4.005 0.37
C -1.608 2.278 -5.210 -0.57
C -0.879 1.503 -6.054 -0.52
N 0.189 1.008 -5.375 0.06
B 1.259 0.056 -5.952 0.99
N 1.501 -1.106 -4.945 0.11
C 2.707 -1.729 -4.824 -0.85
C 2.571 -2.786 -3.984 -0.38
N 1.264 -2.809 -3.587 0.38
C 0.620 -3.787 -2.760 -0.47
C 0.637 -1.758 -4.166 -0.27
S -1.001 -1.396 -3.814 -0.55
C 0.123 1.478 -4.129 -0.74
S 1.213 1.172 -2.847 -0.25
H -2.080 3.695 -2.997 0.42
H -0.548 3.212 -2.204 0.10
H -1.945 2.124 -2.173 0.30
H -2.505 2.838 -5.367 0.52
H -1.051 1.259 -7.082 0.50
H 2.281 0.653 -6.076 -0.20
H 0.836 -0.406 -6.965 -0.19
H 3.566 -1.365 -5.350 0.53
H 3.274 -3.512 -3.633 0.51
H 1.360 -4.503 -2.414 0.28
H -0.154 -4.300 -3.334 0.37
H 0.141 -3.304 -1.904 0.01
```

Output
HOMO: -0.2583 hartree
Total energy: -4063.45550 Ha
Kohn-Sham gap: 5.48 eV



[3]
The following is a DFT calculation (wB97M-V/def2-TZVPD) of a cluster of 4 separate species, C29H27BClO13 in total in a non-equilibrium geometry.

The geometry in XYZ format:
```
71
Properties=species:S:1:pos:R:3:mulliken_charge:R:1
C -3.044 -2.079 -4.647 -0.84
C -2.079 -2.063 -3.299 0.64
Cl -1.790 -3.763 -2.614 -0.26
C -0.612 -1.323 -3.598 -0.90
B -0.405 -0.257 -2.319 0.37
C 1.217 -0.031 -2.032 -0.26
C 1.747 -0.688 -0.627 0.31
O 2.720 -1.638 -0.712 -0.61
C 1.231 -0.325 0.885 0.58
C 1.179 1.196 1.543 -0.16
C 0.665 1.409 3.119 -0.29
C 0.204 0.097 4.049 -0.51
C 0.271 -1.426 3.381 -0.21
C 0.765 -1.625 1.828 -0.58
H -2.482 -1.729 -5.618 0.24
H -3.966 -1.369 -4.427 0.18
H -3.465 -3.178 -4.741 0.27
H -2.675 -1.444 -2.484 -0.08
H 0.249 -2.130 -3.655 0.27
H -0.636 -0.740 -4.625 0.10
H -0.942 0.788 -2.524 -0.36
H -0.850 -0.795 -1.374 -0.23
H 1.548 1.097 -2.158 -0.11
H 1.770 -0.615 -2.915 0.19
H 1.503 2.147 0.910 0.37
H 0.635 2.476 3.647 0.25
H -0.158 0.231 5.153 0.27
H -0.016 -2.362 4.027 0.32
H 0.803 -2.700 1.342 0.27
C -4.483 3.845 -0.398 -0.95
C -4.114 2.619 -0.775 0.30
C -2.862 1.996 -0.264 0.73
O -2.559 0.861 -0.614 -0.47
C -2.024 2.785 0.652 -0.29
C -2.390 4.012 1.026 0.09
C -3.656 4.624 0.537 0.82
O -3.976 5.747 0.913 -0.66
O -1.606 4.761 1.884 -0.57
O -4.885 1.881 -1.655 -0.61
H -5.392 4.309 -0.759 0.40
H -1.107 2.328 1.002 0.47
H -2.086 5.609 2.004 0.33
H -4.408 1.031 -1.769 0.34
C 4.104 3.935 -1.858 -0.90
C 5.276 4.532 -2.081 0.48
C 5.855 5.491 -1.099 0.83
O 6.943 6.009 -1.323 -0.63
C 5.081 5.784 0.117 -0.86
C 3.907 5.189 0.338 0.26
C 3.341 4.210 -0.630 0.86
O 2.269 3.666 -0.390 -0.50
O 3.172 5.463 1.477 -0.59
O 5.998 4.280 -3.233 -0.57
H 3.673 3.234 -2.561 0.44
H 5.505 6.496 0.813 0.41
H 2.365 4.908 1.406 0.33
H 6.808 4.830 -3.159 0.34
C -0.248 -7.756 2.953 -0.88
C -0.143 -6.667 3.717 0.36
C -0.768 -5.377 3.314 0.86
O -0.671 -4.398 4.046 -0.65
C -1.485 -5.329 2.030 -0.84
C -1.586 -6.417 1.265 0.35
C -0.985 -7.714 1.680 0.84
O -1.111 -8.701 0.964 -0.63
O -2.256 -6.378 0.055 -0.51
O 0.550 -6.698 4.913 -0.58
H 0.200 -8.701 3.234 0.40
H -1.919 -4.380 1.742 0.54
H -2.191 -7.288 -0.308 0.34
H 0.481 -5.790 5.279 0.34
```

Output
Charge: -1
HOMO: -0.2018 hartree
Total energy: -2584.04373 Ha
Kohn-Sham gap: 5.46 eV



[4]
The following is a DFT calculation (wB97M-V/def2-TZVPD) of a structure of composition C26H26F9InN4O8PTe.

The geometry in XYZ format:
```
76
Properties=species:S:1:pos:R:3:mulliken_charge:R:1
In 1.097 0.546 -0.289 1.26
C 2.205 4.016 -1.200 -0.90
O 1.018 3.355 -0.810 -0.13
C -0.096 3.577 -1.551 0.98
C -0.164 4.446 -2.633 -0.83
C -1.377 4.648 -3.281 -0.80
C -2.522 3.991 -2.860 -0.76
C -2.449 3.104 -1.796 -0.38
C -1.244 2.878 -1.149 0.24
N -1.041 1.956 -0.102 0.75
N -2.078 1.506 0.455 -0.94
C -1.899 0.757 1.594 -0.10
C -0.745 0.897 2.437 0.74
O 0.340 1.445 2.100 -1.03
C -0.894 0.397 3.796 -0.67
C -1.973 -0.292 4.209 -0.80
C -3.088 -0.527 3.341 1.09
C -4.209 -1.260 3.762 -0.94
C -5.284 -1.457 2.929 -0.56
C -5.254 -0.914 1.636 -0.70
C -4.164 -0.199 1.201 -0.78
C -3.052 0.022 2.042 0.79
H 2.075 5.101 -1.146 0.40
H 2.508 3.709 -2.203 0.32
H 2.966 3.701 -0.490 0.13
H 0.722 4.947 -2.993 0.37
H -1.418 5.325 -4.125 0.38
H -3.465 4.159 -3.364 0.38
H -3.321 2.566 -1.450 0.44
H -0.038 0.536 4.446 0.39
H -2.006 -0.709 5.211 0.33
H -4.213 -1.664 4.769 0.38
H -6.144 -2.022 3.264 0.39
H -6.096 -1.065 0.972 0.39
H -4.137 0.209 0.200 0.38
N 3.183 1.139 2.025 -0.23
N 3.646 0.060 2.795 -0.20
C 3.665 -1.230 2.370 0.68
O 3.893 -2.151 3.121 -0.67
O 3.455 -1.365 1.046 -0.40
H 3.756 1.941 2.254 0.25
H 2.204 1.331 2.256 0.19
H 3.585 0.123 3.803 0.25
C -1.335 -2.584 -1.980 -1.03
C -0.485 -3.325 -0.974 -0.29
O -0.283 -2.452 0.143 0.51
P 0.746 -2.796 1.309 -0.23
O 0.766 -1.743 2.321 -0.29
Te 2.993 -3.212 0.452 0.10
O 0.295 -4.251 1.799 -0.15
C -0.922 -4.291 2.585 0.17
C -1.158 -5.724 2.996 -1.48
H -1.419 -3.163 -2.900 0.42
H -0.879 -1.622 -2.211 0.09
H -2.331 -2.405 -1.576 0.31
H 0.486 -3.596 -1.404 0.26
H -0.974 -4.239 -0.624 0.22
H -1.750 -3.903 1.986 0.22
H -0.798 -3.634 3.447 0.25
H -1.254 -6.363 2.118 0.33
H -2.076 -5.792 3.580 0.40
H -0.326 -6.087 3.598 0.32
F 2.523 3.246 -4.457 -0.24
C 2.560 1.926 -4.658 0.68
F 1.397 1.587 -5.231 -0.28
F 3.526 1.702 -5.572 -0.29
C 2.753 1.158 -3.302 0.46
O 1.973 1.673 -2.384 -0.62
C 2.461 -0.362 -3.574 0.03
F 1.144 -0.600 -3.569 -0.23
F 2.934 -0.820 -4.745 -0.30
F 2.992 -1.136 -2.609 -0.18
C 4.265 1.278 -2.895 0.48
F 4.423 0.996 -1.601 -0.15
F 5.094 0.467 -3.582 -0.30
F 4.717 2.532 -3.078 -0.28
```

Output
Charge: -1
HOMO: -0.1583 hartree
Total energy: -3525.80508 Ha
Kohn-Sham gap: 5.99 eV



[5]
The following is a DFT calculation (wB97M-V/def2-TZVPD) of a structure of composition C5H6N2 in a non-equilibrium geometry.

The geometry in XYZ format:
```
13
Properties=species:S:1:pos:R:3:mulliken_charge:R:1
N 2.104 -0.026 1.660 -0.48
C 1.417 0.687 0.928 0.19
C 1.295 0.235 -0.473 -0.49
C 0.009 -0.320 -0.937 0.15
C -0.933 -0.953 0.087 -0.56
C -1.285 0.515 0.276 -0.31
N -0.625 1.001 -0.748 -0.47
H 2.082 0.211 -1.216 0.40
H 0.007 -0.633 -1.981 0.39
H -1.742 -1.509 -0.412 0.30
H -0.494 -1.565 0.876 0.28
H -2.264 0.887 0.575 0.34
H 0.427 1.471 1.365 0.25
```

Output
Energy above the lowest of the compared OMol25 structures with the same formula, charge and spin: 155.9 kcal/mol
HOMO (spin up / spin down): -0.3049 / -0.3370 hartree
Total energy: -303.38760 Ha
Kohn-Sham gap (spin up / spin down): 7.99 / 8.50 eV



[6]
The following is a DFT calculation (wB97M-V/def2-TZVPD) of a structure of composition AsF6Sn in a non-equilibrium geometry.

The geometry in XYZ format:
```
8
Properties=species:S:1:pos:R:3:mulliken_charge:R:1
Sn -2.745 -2.282 -0.116 1.81
As 0.386 0.350 -0.013 1.93
F -1.290 0.439 -0.549 -0.48
F 1.118 0.060 -1.604 -0.43
F 2.055 0.110 0.596 -0.44
F -0.199 0.647 1.669 -0.45
F 0.081 -1.415 0.237 -0.50
F 0.594 2.091 -0.220 -0.43
```

Output
Energy above the lowest of the compared OMol25 structures with the same formula, charge and spin: 49.4 kcal/mol
Charge: +1
HOMO: -0.5695 hartree
Total energy: -3048.92166 Ha
Kohn-Sham gap: 5.28 eV